# 1
Formula: C3H7N2O
Source: OMol25
Level of theory: ωB97M-V with the def2-TZVPD basis set

Atoms and positions in Å:
C 2.93 1.00 -0.13
N 1.97 0.63 -0.81
C 0.86 -0.03 -0.73
O -0.01 0.16 0.18
C -1.60 -0.62 0.31
N -2.45 0.30 -0.14
H 3.55 0.26 0.46
H 3.26 2.02 -0.26
H 0.73 -0.56 -1.65
H -1.67 -0.89 1.38
H -1.67 -1.57 -0.30
H -2.76 1.12 0.26
H -2.20 0.37 -1.07

ΔE to the lowest compared entry with this formula, charge and spin ... 78.0 kcal per mole
Total charge ... +1
Structure (SMILES) ... C=[N+]=COCN
Orbital gap ... 10.47 eV

# 2
Formula: C3H7N2O
Source: OMol25
Level of theory: ωB97M-V with the def2-TZVPD basis set

Atoms and positions in Å:
C 0.87 -0.53 -0.06
C -0.63 -0.81 0.06
C -1.36 0.44 -0.08
N -0.98 1.62 0.13
N -3.05 0.25 -0.15
O -3.42 -0.85 0.04
H 1.18 0.15 0.81
H 1.17 -0.07 -1.14
H 1.52 -1.46 -0.03
H -0.95 -1.70 -0.57
H -0.92 -1.11 1.23
H 0.07 1.88 0.20
H -1.72 2.41 0.01

ΔE to the lowest compared entry with this formula, charge and spin ... 112.9 kcal per mole
Total charge ... +1
Structure (SMILES) ... CCC(=[NH2+])N=O
Orbital gap ... 8.55 eV

# 3
Formula: C3H7N2O
Source: OMol25
Level of theory: ωB97M-V with the def2-TZVPD basis set

Atoms and positions in Å:
C -1.07 0.36 -0.36
C -0.59 -1.01 0.19
C -0.08 1.33 0.20
N 0.88 -1.12 -0.01
N 1.48 0.02 -0.01
O 2.59 0.37 -0.02
H -1.03 0.50 -1.44
H -2.17 0.59 -0.24
H -0.59 -1.22 1.26
H -1.17 -1.86 -0.23
H 0.36 2.30 -0.29
H -0.13 1.62 1.20
H 1.51 -1.90 -0.26

ΔE to the lowest compared entry with this formula, charge and spin ... 126.6 kcal per mole
Total charge ... +1
Orbital gap ... 10.67 eV

Looking at largest force on an atom for the records above, in order, we have 3.25 3.69 5.78 eV Å⁻¹.
Looking at total energy for the records above, in order, we have -302.915707 -302.860138 -302.838249 hartree.